Entry 1:
C34H57N3O2RhSi as an isolated structure. Source: the Open Molecules 2025 dataset; level of theory: ωB97M-V/def2-TZVPD.

Geometry as XYZ:
```
98
Properties=species:S:1:pos:R:3:forces:R:3
O 0.40341 -2.73351 -1.64922 -0.4 -0.1 -0.8
O -1.04367 -2.00794 -3.39165 -0.6 0.7 -0.2
C 1.72236 -2.73965 -2.31743 -0.6 -0.2 0.5
C 2.74311 -3.38890 -1.41231 0.1 0.1 -0.2
H 1.95057 -1.67418 -2.50791 -0.2 -0.5 0.1
H 1.59434 -3.29524 -3.26300 0.3 0.4 0.3
H 2.85093 -2.84156 -0.46622 -0.1 -0.2 -0.2
H 3.69353 -3.35223 -1.94699 0.1 -0.1 0.2
H 2.49753 -4.43941 -1.21032 0.1 0.3 0.0
C -0.26051 -4.07012 -1.53298 0.7 0.7 0.4
C -0.21425 -4.92647 -2.78098 0.1 -0.2 -0.1
H -1.29687 -3.83864 -1.23158 0.6 0.0 0.0
H 0.27839 -4.53795 -0.69900 -0.5 -0.1 -0.2
H -0.61729 -4.44115 -3.68377 0.2 -0.1 0.4
H -0.84223 -5.79722 -2.57704 0.0 0.0 0.0
H 0.79672 -5.30478 -2.97258 -0.2 0.1 -0.1
C -2.51293 -1.88430 -3.05984 1.2 0.1 -0.4
C -0.45709 -1.38337 -4.62006 -0.5 -0.3 0.9
C -3.23357 -3.10832 -3.56531 -0.2 0.0 0.0
H -2.84679 -0.93720 -3.51085 0.0 -0.3 0.3
H -2.51450 -1.82464 -1.96271 -0.1 0.2 -0.3
H -3.13472 -3.22048 -4.65353 -0.1 0.0 0.4
H -4.29057 -2.97704 -3.31737 0.0 -0.2 -0.1
H -2.87131 -4.01747 -3.06294 -0.1 0.3 -0.2
C -0.90933 -2.16324 -5.83188 0.1 0.2 -0.1
H 0.62586 -1.46300 -4.45542 -0.4 0.1 -0.1
H -0.76679 -0.32486 -4.61907 0.2 -0.4 -0.1
H -0.72069 -3.24389 -5.72362 -0.1 0.5 0.0
H -0.32397 -1.80096 -6.68223 -0.2 -0.1 0.0
H -1.97261 -1.98605 -6.03539 0.3 -0.1 -0.1
H -0.37532 -2.11200 -2.48405 0.3 -0.5 0.0
N 1.63611 1.06820 2.13726 -0.9 1.4 -0.2
C 1.46181 2.32018 2.48822 1.5 -1.7 -0.3
C 0.29747 3.09602 2.24068 -1.0 0.4 -0.3
C -1.00078 2.74562 1.86158 0.3 0.2 0.7
C 2.66098 2.99789 3.08564 -0.4 0.6 0.3
H 3.43945 3.14060 2.32118 -0.1 -0.1 0.3
H 3.05424 2.42580 3.93535 0.1 0.2 -0.3
H 2.32359 3.96926 3.43464 0.4 0.2 0.2
C -2.03755 3.82449 1.66172 0.3 0.4 0.3
H -2.83320 3.73563 2.41586 0.1 0.0 -0.3
H -2.47678 3.76491 0.65294 0.1 -0.1 0.4
H -1.56046 4.80220 1.77982 -0.2 -0.1 -0.1
N -1.43119 1.48195 1.70390 0.1 0.0 0.3
C 2.78152 0.28386 2.41539 1.1 0.5 0.6
C 3.80509 0.22923 1.43968 -0.4 -0.3 0.8
C 3.74212 0.93934 0.11893 0.0 0.2 -0.2
C 4.96347 -0.47390 1.75092 0.0 -0.1 0.1
H 5.75366 -0.49560 1.00908 0.1 -0.1 0.1
C 5.12992 -1.10038 2.97673 0.2 -0.4 0.0
H 6.03499 -1.63560 3.21644 0.2 0.0 -0.2
C 4.14175 -1.04173 3.93970 0.3 0.1 -0.4
H 4.22591 -1.48169 4.93341 0.3 0.0 -0.4
C 2.99796 -0.31563 3.69407 0.1 0.4 -0.4
C 2.09690 -0.20331 4.86266 0.3 -0.1 1.3
C -2.71262 1.05647 2.12332 -1.1 0.5 0.2
C -3.76143 0.85098 1.19707 0.3 -0.1 0.9
C -3.64277 1.18899 -0.25839 0.0 -0.1 -0.3
C -4.98619 0.39551 1.68586 -0.1 -0.1 0.3
H -5.81132 0.26818 0.99226 0.0 0.0 0.0
C -5.18684 0.10209 3.03149 -0.2 -0.4 0.1
H -6.13327 -0.25410 3.41494 -0.1 -0.1 -0.3
C -4.16540 0.26355 3.94011 0.3 0.5 0.0
H -4.24232 0.09792 5.01550 -0.5 -0.1 -0.4
C -2.97411 0.84944 3.52634 0.3 0.5 -0.7
C -2.07695 1.24579 4.60408 -0.6 0.4 0.0
Rh -0.05164 0.06912 1.16270 -0.9 0.1 -0.6
H 3.74156 0.20684 -0.69935 -0.1 0.2 0.0
H 4.65154 1.54338 -0.00731 -0.3 -0.1 0.0
H 2.86873 1.59196 0.00910 0.2 -0.2 0.1
H 1.65245 0.78912 4.89488 -0.8 -0.5 -0.1
H 2.53781 -0.30028 5.86555 1.1 0.2 -0.5
H 1.48947 -1.10860 4.89072 -0.7 0.7 -0.1
H -4.27163 0.50324 -0.83944 0.1 0.1 0.0
H -2.61433 1.11640 -0.62220 -0.1 0.1 0.1
H -4.01699 2.20343 -0.46331 0.2 -0.2 0.1
H -1.00155 0.73422 4.20240 1.0 -0.3 0.1
H -2.09444 0.58987 5.48714 -0.4 1.0 -0.1
H -1.63937 2.25008 4.65975 -0.4 -0.2 0.1
H 0.46743 4.16581 2.37419 -0.1 -0.3 -0.1
C 0.26821 0.62782 -0.72877 0.8 0.5 -2.5
Si 0.41085 2.23951 -1.75005 0.1 -0.8 1.0
H 1.20008 0.02425 -0.62135 -0.2 0.1 -0.8
H -0.60231 -0.04768 -0.91532 0.2 0.2 -0.6
C 1.69159 2.03103 -3.11539 -0.2 0.0 0.0
C 1.01130 3.72401 -0.76984 -0.1 0.1 -0.1
C -1.27164 2.70981 -2.44695 0.1 0.0 -0.1
H -1.78089 1.84763 -2.89691 0.0 0.2 0.0
H -1.11510 3.47048 -3.22469 -0.2 -0.1 0.1
H -1.91264 3.14653 -1.66790 0.1 -0.2 -0.3
H 2.59354 1.54659 -2.71600 -0.2 0.1 -0.2
H 1.95668 3.03514 -3.47913 0.0 -0.4 -0.1
H 1.28513 1.43023 -3.93986 0.3 0.1 0.0
H 1.84352 3.48298 -0.09918 -0.2 0.1 -0.1
H 0.19640 4.15728 -0.17668 0.3 0.0 -0.1
H 1.36056 4.47078 -1.49641 -0.1 0.0 0.2
N -0.29311 -0.19118 4.08576 0.3 -1.3 -2.0
C -0.02676 -0.36614 2.92268 -0.9 -2.1 4.4
```
Forces are in eV/Å.

Output
HOMO energy (alpha / beta): -8.11 / -9.63 eV
net charge: +1
multiplicity: 5
energy relative to the best compared isomer or geometry (same formula, charge and spin): 102.16 kcal per mole
⟨S²⟩: 6.044
molar mass: 670.84 g/mol
maximum force: 4.947 eV/A
gap between HOMO and LUMO (alpha / beta): 6.2 / 5.5 eV

***

Entry 2:
A 11-piece molecular cluster, C27H76N6O11 overall. Source: the Open Molecules 2025 dataset; level of theory: ωB97M-V/def2-TZVPD.

Geometry as XYZ:
```
120
Properties=species:S:1:pos:R:3:forces:R:3
C 0.43696 0.13717 -0.19528 3.5 -0.9 -5.6
O 1.50696 0.09717 -1.02328 -4.1 0.2 3.2
N -0.70004 -0.43983 -0.47028 -0.4 -1.5 -1.2
N 0.49596 0.90617 0.83972 -0.2 2.2 2.6
H -0.64904 -1.12483 -1.26128 -0.5 0.8 0.4
H -1.61004 -0.18083 -0.09628 1.2 -0.2 0.0
H 1.42196 1.09717 1.14472 0.8 0.2 0.2
H -0.12704 0.83217 1.60572 -0.8 -0.6 0.2
C 3.64996 0.27517 1.48272 3.6 -0.5 -5.6
O 4.30596 -0.21383 0.37972 -3.3 2.0 5.2
N 3.05496 1.47117 1.51972 -0.8 2.3 -0.6
N 3.65196 -0.24983 2.66972 2.7 -5.3 1.2
H 3.01696 1.99317 0.61172 0.4 -0.3 1.1
H 2.65096 1.91617 2.38472 1.1 -0.9 -1.3
H 4.22896 -1.12383 2.84872 -1.3 1.8 -0.4
H 3.18496 0.18317 3.40172 -0.7 0.7 1.3
C 2.11596 3.74217 -0.48528 5.8 7.1 0.5
O 2.75696 4.99717 -0.29028 -3.8 -6.8 -1.1
N 2.74196 2.66117 -0.93228 1.8 -0.9 -1.3
N 0.84696 3.50517 -0.27028 -5.0 2.7 2.3
H 3.71596 2.68317 -1.37228 -2.3 0.0 1.0
H 2.07996 1.85917 -1.02128 1.3 -0.3 -0.8
H 0.28696 4.34417 0.08572 1.5 -1.4 -0.7
H 0.39396 2.64717 0.09472 1.2 0.2 -0.6
C -3.55404 -0.34983 -0.69928 -1.0 -1.2 -2.3
C -3.86604 -0.29583 0.73372 4.6 -4.6 1.0
C -2.79804 0.06117 1.76872 0.4 -2.0 -0.2
O -4.88404 0.37117 1.01972 -8.4 5.9 1.1
H -4.50704 -0.58683 -1.25528 0.6 0.6 0.7
H -2.96604 -1.24383 -1.00628 0.2 1.2 0.2
H -3.22904 0.62517 -1.03828 0.6 0.0 -0.6
H -4.17604 -1.31783 0.98072 0.4 -0.5 0.2
H -2.26404 -0.87683 1.77872 1.3 0.0 0.3
H -3.22204 0.10317 2.78772 -0.1 0.5 -0.7
H -2.18504 0.90917 1.50172 0.0 0.2 0.1
H -4.85304 1.30517 0.74372 0.0 -0.5 0.1
C 2.03196 -2.70883 -0.04528 -0.4 -1.7 -0.1
C 3.15996 -2.80183 -1.07728 0.4 -5.4 3.8
C 3.18096 -4.09383 -1.88128 -0.7 -1.2 2.3
O 3.23396 -1.81883 -1.87028 0.3 6.2 -4.4
H 2.04096 -3.63383 0.54872 -0.3 -0.3 -0.4
H 1.00296 -2.53483 -0.45028 1.1 0.0 0.3
H 2.30096 -2.02583 0.71272 0.0 1.5 0.5
H 4.13596 -2.72383 -0.54728 -0.4 -1.2 0.8
H 3.40296 -4.85083 -1.08128 0.0 0.1 -1.1
H 3.96396 -4.02183 -2.58828 0.8 -0.2 -0.8
H 2.24696 -4.41383 -2.36628 0.1 0.4 0.1
H 3.52496 -1.12183 -1.26328 -0.3 1.3 -0.6
C 0.31596 -4.37783 3.05872 1.7 -1.6 0.1
C 0.85496 -3.05283 3.50072 0.3 0.6 -9.6
C 0.28696 -1.82883 2.63972 1.9 0.9 -0.2
O 0.61396 -2.79183 4.69972 -2.0 0.8 8.5
H 0.24396 -4.55083 2.01072 -0.2 0.5 -1.0
H -0.59804 -4.67383 3.49072 -1.4 0.2 0.7
H 1.01196 -5.18983 3.34472 -0.1 0.3 0.3
H 1.90996 -2.97383 3.29772 0.9 -0.7 -0.4
H -0.43704 -1.32183 3.21972 -1.6 -0.1 0.5
H -0.02304 -1.95683 1.61072 -0.2 -0.4 0.0
H 1.01196 -0.94683 2.61272 -0.2 -1.6 -0.1
H 1.37796 -2.37183 5.03372 0.8 0.6 1.3
C -1.32804 2.10717 -2.48828 -1.9 0.5 -0.1
C -0.39204 2.97117 -3.35328 0.0 -6.0 -2.4
C -0.85004 3.21017 -4.79228 -1.5 -2.6 1.9
O -0.11204 4.10717 -2.85128 2.1 5.4 4.6
H -1.09204 2.21817 -1.40128 -0.1 -0.1 -1.0
H -1.28104 1.02317 -2.73328 -0.1 0.8 0.0
H -2.38104 2.53117 -2.65028 1.0 -0.8 0.4
H 0.54596 2.32517 -3.29828 -0.5 0.3 -1.0
H -0.03104 3.40617 -5.36628 2.2 0.9 -1.7
H -1.61004 3.95717 -4.90028 -0.4 0.5 0.2
H -1.22204 2.23517 -5.09228 -0.4 0.0 -0.6
H 0.36496 3.85717 -2.00428 -0.8 1.3 -1.0
C 0.35496 1.32417 6.26372 0.0 -0.2 3.4
C 0.16896 0.70117 4.98072 -7.0 -1.2 -0.2
C -0.92604 1.32517 4.08072 2.9 1.8 -0.3
O 1.31796 0.56017 4.40072 5.8 -0.6 -3.0
H 0.95896 2.22317 6.15572 -0.4 0.3 0.2
H 0.98196 0.58417 6.79672 0.1 0.5 0.2
H -0.52404 1.39217 6.95472 0.5 0.5 -1.0
H -0.28604 -0.28383 5.06072 0.0 -0.6 0.9
H -0.70604 1.25317 3.01372 -0.3 -0.4 0.6
H -0.90104 2.37917 4.26472 -0.1 1.1 0.0
H -1.89304 1.03617 4.31772 -1.6 -1.0 0.4
H 1.80496 -0.10583 4.91472 0.0 0.4 -0.3
C -3.62004 3.18617 2.61072 2.1 1.1 1.0
C -3.25304 4.13417 1.46072 7.7 -6.6 4.0
C -2.41804 3.40117 0.41172 -0.5 0.0 -0.4
O -4.14504 4.79817 0.96472 -10.2 4.3 -6.4
H -3.94804 3.67517 3.53472 0.5 0.3 -0.1
H -2.79504 2.49417 2.80272 0.0 0.5 0.4
H -4.39004 2.55817 2.42272 -2.7 -1.9 -1.2
H -2.73604 4.92917 1.85472 3.9 0.8 2.0
H -1.58104 2.86717 0.85472 0.1 0.0 0.1
H -2.06104 4.11217 -0.33828 0.1 -0.1 0.1
H -3.02504 2.66717 -0.15328 0.1 0.3 0.3
H -4.28404 5.50517 1.54772 -1.3 1.8 0.5
C 2.94796 -0.60883 -5.30128 0.9 -1.7 0.8
C 1.80796 -0.54183 -4.28828 -0.8 8.6 -3.4
C 0.53296 0.09717 -5.08328 1.1 -0.4 1.9
O 1.38796 -1.59983 -3.76928 -3.4 -8.1 1.6
H 2.78096 -1.28283 -6.16628 -0.2 0.2 0.6
H 3.81096 -0.98483 -4.72928 0.0 -0.3 -0.3
H 3.30996 0.30517 -5.70328 -0.2 1.2 -0.2
H 2.00096 0.12517 -3.42728 0.7 0.7 -0.7
H -0.46904 0.00717 -4.64528 0.5 0.1 0.9
H 0.41496 -0.51483 -5.91528 0.1 -0.8 -2.1
H 0.71096 1.12417 -5.32828 0.2 0.4 -0.4
H 1.97996 -1.95883 -3.12228 1.0 0.0 1.0
C -1.70704 -3.50583 -0.88128 -0.5 -1.6 1.1
C -0.90704 -3.39483 -2.14028 -2.3 -9.5 1.6
C -1.52804 -4.13283 -3.36428 3.2 -1.8 2.4
O -0.89304 -2.21383 -2.44328 0.0 11.7 -2.6
H -1.31404 -2.93183 -0.06128 0.2 1.2 0.0
H -1.60004 -4.45783 -0.37328 -0.4 -0.8 -0.5
H -2.75604 -3.28983 -1.05928 -0.2 0.0 0.1
H 0.06196 -3.70883 -1.88728 1.8 -1.5 0.0
H -2.52904 -3.97783 -3.44428 -2.8 0.7 -0.4
H -1.29004 -5.16983 -3.34428 -0.4 -1.4 0.6
H -0.94604 -3.91283 -4.19828 0.6 1.4 -1.8
H -0.26504 -2.06883 -3.14728 0.8 0.9 -0.9
```
Forces are in eV/Å.

Output
HOMO energy: -8.96 eV
net charge: 0
energy relative to the best compared isomer or geometry (same formula, charge and spin): 321.33 kcal per mole
molar mass: 660.94 g/mol
maximum force: 12.758 eV/A
gap between HOMO and LUMO: 8.5 eV

***

Entry 3:
A 2-piece molecular cluster, C8H13N3O2 overall. Source: the Open Molecules 2025 dataset; level of theory: ωB97M-V/def2-TZVPD.

Geometry as XYZ:
```
26
Properties=species:S:1:pos:R:3:forces:R:3
C 0.81952 -1.58827 -3.14716 1.0 2.6 0.4
C 1.47282 -0.39665 -3.51764 -1.0 -2.0 -1.0
C 0.37715 -0.23387 -1.66290 -1.2 3.2 3.3
C 0.78184 2.07409 0.38859 -0.2 -0.1 -0.4
C -1.10711 0.74848 2.43286 1.1 1.0 1.1
C -1.60886 -0.94389 0.68832 1.8 -0.4 -1.2
C 0.47996 -0.79500 1.75694 1.5 -1.8 -1.1
C -0.29479 0.95566 0.16165 -1.0 -0.7 -2.3
N 0.13888 -1.45901 -1.95344 0.4 0.5 -0.1
N 1.12377 0.47807 -2.54912 -1.2 -1.1 1.4
N -0.60393 0.00924 1.29131 -0.9 -1.4 -2.4
O 1.12458 2.32783 1.54658 -0.1 -0.4 0.5
O 1.11852 2.60459 -0.66955 0.1 0.1 -0.8
H 1.03165 -2.54167 -3.41609 0.3 -2.5 -1.6
H 1.92630 -0.15768 -4.49382 0.0 0.0 1.1
H -0.25357 1.42413 2.69201 -1.0 0.0 -0.3
H -2.03155 1.28963 2.25072 0.0 -0.2 0.0
H -1.10387 0.00734 3.20719 -1.0 -0.2 0.7
H -1.96619 -1.55114 1.44802 -0.2 -1.7 1.5
H -2.41944 -0.34443 0.50897 -2.1 1.4 -1.3
H -1.21967 -1.50541 -0.24559 -0.5 1.1 1.7
H 0.25565 -1.53909 2.48690 -1.1 0.0 1.0
H 0.80430 -1.46603 0.96061 0.5 0.7 -0.4
H 1.20327 -0.14678 2.13548 1.6 0.8 0.4
H -1.39712 1.34684 -0.01209 2.6 -0.4 -0.5
H 1.34789 1.40305 -2.28873 0.5 1.6 0.0
```
Forces are in eV/Å.

Output
HOMO energy: -8.82 eV
net charge: 0
energy relative to the best compared isomer or geometry (same formula, charge and spin): 99.51 kcal per mole
molar mass: 183.21 g/mol
maximum force: 4.772 eV/A
gap between HOMO and LUMO: 9.1 eV